(1)
7 unconnected molecules or ions with the total composition C54H75N13O3 in a non-equilibrium geometry, computed with wB97M-V/def2-TZVPD.

Results
E_HOMO (eV): -22.864
Energy relative to the best compared isomer or geometry (same formula, charge and spin) (kcal per mole): 182.5
Charge: +8
E_tot (eV): -82626.0040

Each line ends with the Löwdin charge.
CARTESIAN COORDINATES (ANGSTROEM)
1 N -1.672 -16.836 -2.434  -0.62
2 O -2.022 -18.031 -2.402  -0.08
3 O -1.103 -16.433 -3.459  -0.11
4 O -1.965 -16.009 -1.547  0.01
5 C 0.588 -13.984 -13.125  0.04
6 N -0.160 -14.350 -11.936  -0.08
7 C -1.283 -13.626 -11.760  0.09
8 C -1.892 -13.775 -10.503  0.06
9 C -1.468 -14.706 -9.621  -0.17
10 C -0.409 -15.552 -9.970  0.06
11 C 0.368 -15.276 -11.123  0.05
12 C -2.299 -14.896 -8.379  -0.14
13 C -3.061 -16.038 -8.132  0.07
14 C -3.678 -16.302 -6.887  0.04
15 N -3.711 -15.267 -6.050  -0.06
16 C -3.017 -14.120 -6.240  0.04
17 C -2.309 -13.916 -7.419  0.04
18 C -4.280 -15.388 -4.712  0.04
19 H 1.365 -14.728 -13.304  0.12
20 H 1.106 -13.030 -13.026  0.11
21 H -0.029 -14.004 -14.024  0.14
22 H -1.550 -12.852 -12.463  0.18
23 H -2.639 -13.092 -10.125  0.15
24 H -0.085 -16.347 -9.314  0.12
25 H 1.216 -15.822 -11.510  0.16
26 H -3.124 -16.858 -8.833  0.14
27 H -4.283 -17.163 -6.644  0.14
28 H -3.146 -13.295 -5.556  0.17
29 H -1.721 -13.032 -7.619  0.14
30 H -3.582 -15.353 -3.875  0.10
31 H -4.838 -16.321 -4.626  0.09
32 H -4.967 -14.564 -4.520  0.13
33 C 1.033 -18.676 -1.230  0.07
34 N 1.743 -19.596 -2.207  -0.05
35 C 2.872 -19.228 -2.916  0.02
36 C 3.474 -20.064 -3.814  0.06
37 C 2.914 -21.358 -4.036  -0.13
38 C 1.837 -21.771 -3.255  0.06
39 C 1.373 -20.851 -2.270  0.00
40 C 3.450 -22.198 -5.120  -0.14
41 C 3.781 -23.513 -4.839  0.07
42 C 4.169 -24.292 -5.912  0.05
43 N 4.469 -23.767 -7.137  -0.06
44 C 4.195 -22.465 -7.430  0.03
45 C 3.664 -21.655 -6.437  0.05
46 C 4.930 -24.718 -8.210  0.08
47 H 1.589 -18.738 -0.294  0.13
48 H 0.069 -19.131 -1.000  0.09
49 H 0.928 -17.652 -1.586  0.10
50 H 3.134 -18.189 -2.782  0.15
51 H 4.328 -19.675 -4.349  0.15
52 H 1.243 -22.660 -3.403  0.12
53 H 0.530 -21.041 -1.624  0.15
54 H 3.569 -23.943 -3.871  0.15
55 H 4.400 -25.333 -5.736  0.17
56 H 4.463 -22.261 -8.456  0.15
57 H 3.492 -20.607 -6.635  0.11
58 H 5.225 -24.087 -9.049  0.11
59 H 4.053 -25.309 -8.476  0.12
60 H 5.708 -25.388 -7.844  0.13
61 C 4.220 -10.559 -11.489  0.10
62 N 3.643 -10.849 -10.096  -0.05
63 C 2.434 -11.476 -10.215  0.02
64 C 1.862 -11.897 -9.028  0.04
65 C 2.531 -11.794 -7.784  -0.12
66 C 3.714 -11.094 -7.775  0.08
67 C 4.229 -10.588 -8.957  0.05
68 C 1.897 -12.306 -6.548  -0.14
69 C 1.205 -13.524 -6.536  0.04
70 C 0.579 -13.997 -5.348  0.02
71 N 0.589 -13.163 -4.286  -0.07
72 C 1.186 -11.956 -4.270  0.08
73 C 1.941 -11.601 -5.386  0.07
74 C -0.157 -13.480 -3.084  0.02
75 H 3.970 -11.387 -12.152  0.10
76 H 5.307 -10.488 -11.440  0.12
77 H 3.708 -9.635 -11.756  0.13
78 H 2.092 -11.709 -11.213  0.13
79 H 0.863 -12.306 -9.050  0.11
80 H 4.244 -11.014 -6.838  0.15
81 H 5.149 -10.030 -9.043  0.18
82 H 1.149 -14.112 -7.440  0.11
83 H 0.134 -14.980 -5.390  0.11
84 H 1.134 -11.343 -3.382  0.17
85 H 2.278 -10.575 -5.431  0.16
86 H -1.169 -13.831 -3.287  0.09
87 H -0.255 -12.660 -2.373  0.13
88 H 0.353 -14.306 -2.588  0.11
89 C -5.350 -16.048 4.624  -0.03
90 C -5.349 -17.515 4.238  -0.18
91 N -4.910 -17.705 2.893  -0.06
92 C -3.644 -17.474 2.368  0.03
93 C -3.560 -18.056 1.106  -0.02
94 N -4.829 -18.490 0.786  -0.10
95 C -5.691 -18.275 1.938  0.12
96 C -5.099 -19.134 -0.458  -0.05
97 H -5.591 -15.913 5.678  0.10
98 H -6.059 -15.375 4.141  0.10
99 H -4.280 -15.843 4.573  0.08
100 H -6.309 -18.030 4.270  0.14
101 H -4.713 -18.119 4.884  0.15
102 H -2.823 -16.994 2.881  0.14
103 H -2.701 -18.202 0.467  0.11
104 H -6.716 -18.614 1.970  0.17
105 H -4.795 -18.476 -1.273  0.07
106 H -6.155 -19.359 -0.610  0.11
107 H -4.475 -20.025 -0.529  0.10
108 C 0.690 -18.100 -5.598  -0.04
109 C -0.570 -18.717 -6.233  -0.20
110 N -0.724 -20.079 -5.987  -0.07
111 C -0.943 -20.747 -4.766  0.04
112 C -0.873 -22.160 -5.044  -0.01
113 N -0.733 -22.322 -6.399  -0.10
114 C -0.465 -21.021 -6.988  0.11
115 C -0.965 -23.547 -7.120  0.04
116 H 1.529 -18.657 -6.014  0.07
117 H 0.861 -18.059 -4.522  0.06
118 H 0.866 -17.082 -5.947  0.06
119 H -0.573 -18.458 -7.292  0.13
120 H -1.467 -18.277 -5.797  0.12
121 H -1.313 -20.239 -3.888  0.12
122 H -1.155 -23.090 -4.572  0.13
123 H -0.415 -20.835 -8.051  0.16
124 H -1.143 -23.310 -8.168  0.12
125 H -1.845 -23.955 -6.624  0.09
126 H -0.044 -24.115 -6.986  0.12
127 C -4.883 -19.427 -3.501  -0.10
128 C -4.855 -19.946 -4.898  -0.15
129 N -4.519 -21.423 -4.817  -0.04
130 C -4.606 -22.290 -5.929  0.01
131 C -4.339 -23.539 -5.427  0.01
132 N -4.075 -23.533 -3.999  -0.06
133 C -4.206 -22.174 -3.689  0.02
134 C -3.775 -24.625 -3.101  0.02
135 H -3.916 -19.694 -3.076  0.06
136 H -5.746 -19.797 -2.947  0.10
137 H -5.067 -18.358 -3.614  0.08
138 H -4.080 -19.501 -5.523  0.10
139 H -5.844 -19.991 -5.352  0.15
140 H -4.737 -21.873 -6.916  0.14
141 H -4.155 -24.435 -6.000  0.14
142 H -4.091 -21.839 -2.669  0.15
143 H -2.686 -24.677 -3.108  0.09
144 H -4.186 -25.569 -3.458  0.13
145 H -4.189 -24.595 -2.093  0.12

***

(2)
A molecular structure, C54H76InP4Si2 in a non-equilibrium geometry, computed with wB97M-V/def2-TZVPD.

Results
E_HOMO (eV): -9.626
Energy relative to the best compared isomer or geometry (same formula, charge and spin) (kcal per mole): 25.4
Charge: +1
E_tot (eV): -115311.8180

Each line ends with the natural charge from an NBO analysis.
CARTESIAN COORDINATES (ANGSTROEM)
1 In 0.175 -0.245 -0.239  1.04
2 C 0.349 -1.002 4.990  -0.61
3 C -1.071 -1.317 4.524  -0.50
4 C -1.995 -1.278 5.737  -0.62
5 P -1.391 -0.343 2.933  0.83
6 C -3.166 -0.711 2.438  -0.49
7 C -4.316 -0.203 3.302  -0.62
8 C -3.299 -2.209 2.181  -0.61
9 C -1.568 1.433 3.378  -0.33
10 C -2.096 1.865 4.590  -0.22
11 C -2.106 3.208 4.924  -0.19
12 C -1.533 4.134 4.071  -0.22
13 C -1.036 3.717 2.850  -0.16
14 C -1.083 2.379 2.470  -0.50
15 Si -0.657 1.976 0.667  1.10
16 C -2.246 2.473 -0.285  -0.56
17 C -2.904 3.616 0.167  -0.14
18 C -4.043 4.102 -0.445  -0.21
19 C -4.565 3.439 -1.541  -0.18
20 C -3.951 2.288 -1.991  -0.25
21 C -2.801 1.792 -1.378  -0.23
22 P -2.029 0.280 -2.072  0.86
23 C -3.508 -0.830 -2.375  -0.51
24 C -4.373 -0.928 -1.125  -0.61
25 C -2.953 -2.207 -2.737  -0.60
26 C -1.519 0.876 -3.787  -0.50
27 C -1.069 2.334 -3.693  -0.61
28 C -2.522 0.687 -4.922  -0.61
29 C 0.894 2.923 0.071  -0.57
30 C 0.682 4.176 -0.496  -0.15
31 C 1.726 4.967 -0.940  -0.20
32 C 3.021 4.488 -0.861  -0.20
33 C 3.256 3.233 -0.332  -0.22
34 C 2.216 2.442 0.145  -0.23
35 P 2.591 0.854 0.992  0.85
36 C 3.119 1.512 2.679  -0.48
37 C 4.060 2.709 2.722  -0.61
38 C 1.841 1.869 3.427  -0.61
39 C 4.167 -0.014 0.394  -0.49
40 C 3.861 -0.894 -0.816  -0.60
41 C 5.491 0.699 0.130  -0.61
42 H 0.653 -1.692 5.776  0.22
43 H 0.392 0.008 5.393  0.22
44 H 1.068 -1.073 4.176  0.20
45 H -1.087 -2.341 4.119  0.22
46 H -1.824 -0.386 6.335  0.21
47 H -1.764 -2.133 6.372  0.22
48 H -3.044 -1.332 5.471  0.21
49 H -3.222 -0.172 1.477  0.22
50 H -4.462 -0.823 4.183  0.20
51 H -5.237 -0.244 2.721  0.22
52 H -4.164 0.828 3.614  0.22
53 H -3.208 -2.770 3.109  0.21
54 H -2.521 -2.553 1.498  0.20
55 H -4.271 -2.440 1.749  0.22
56 H -2.516 1.153 5.279  0.22
57 H -2.550 3.528 5.856  0.22
58 H -1.480 5.176 4.351  0.22
59 H -0.588 4.442 2.183  0.20
60 H -2.516 4.144 1.024  0.20
61 H -4.513 4.998 -0.069  0.22
62 H -5.440 3.820 -2.043  0.22
63 H -4.367 1.768 -2.842  0.21
64 H -4.111 -0.444 -3.203  0.23
65 H -3.774 -1.279 -0.287  0.20
66 H -5.181 -1.640 -1.286  0.22
67 H -4.812 0.034 -0.866  0.22
68 H -2.433 -2.636 -1.877  0.20
69 H -2.250 -2.143 -3.566  0.21
70 H -3.759 -2.882 -3.020  0.22
71 H -0.635 0.265 -4.015  0.24
72 H -1.914 2.993 -3.503  0.21
73 H -0.616 2.638 -4.634  0.21
74 H -0.330 2.468 -2.901  0.22
75 H -3.421 1.280 -4.776  0.20
76 H -2.798 -0.356 -5.053  0.21
77 H -2.059 1.020 -5.849  0.23
78 H -0.332 4.540 -0.588  0.21
79 H 1.528 5.950 -1.338  0.22
80 H 3.844 5.092 -1.207  0.22
81 H 4.269 2.873 -0.278  0.21
82 H 3.598 0.656 3.172  0.22
83 H 3.636 3.560 2.195  0.22
84 H 5.038 2.492 2.307  0.21
85 H 4.202 2.995 3.762  0.22
86 H 1.420 2.787 3.022  0.21
87 H 2.042 2.029 4.485  0.22
88 H 1.098 1.078 3.329  0.21
89 H 4.315 -0.683 1.262  0.22
90 H 3.800 -0.295 -1.721  0.24
91 H 2.910 -1.414 -0.700  0.20
92 H 4.648 -1.635 -0.947  0.21
93 H 5.452 1.262 -0.799  0.21
94 H 6.262 -0.063 0.020  0.22
95 H 5.794 1.348 0.944  0.21
96 C 1.813 -2.988 1.633  -0.93
97 P 0.381 -2.991 0.481  0.93
98 C 1.149 -3.663 -1.034  -0.39
99 C 2.003 -4.762 -1.001  -0.13
100 C 2.653 -5.159 -2.153  -0.22
101 C 2.469 -4.462 -3.337  -0.18
102 C 1.601 -3.385 -3.381  -0.20
103 C 0.930 -2.996 -2.235  -0.18
104 C -0.580 -4.425 1.082  -0.37
105 C -0.623 -4.734 2.438  -0.21
106 C -1.370 -5.808 2.886  -0.19
107 C -2.086 -6.582 1.987  -0.18
108 C -2.048 -6.279 0.635  -0.22
109 C -1.311 -5.199 0.183  -0.14
110 H 2.052 -4.001 1.950  0.25
111 H 1.582 -2.372 2.501  0.25
112 H 2.668 -2.557 1.116  0.25
113 H 2.156 -5.306 -0.079  0.21
114 H 3.312 -6.013 -2.128  0.23
115 H 3.003 -4.760 -4.225  0.23
116 H 1.453 -2.834 -4.296  0.23
117 H 0.241 -2.157 -2.265  0.23
118 H -0.062 -4.139 3.147  0.22
119 H -1.388 -6.045 3.941  0.22
120 H -2.665 -7.422 2.338  0.23
121 H -2.587 -6.892 -0.073  0.23
122 H -1.288 -4.970 -0.874  0.22
123 C 1.732 1.211 -6.108  -1.09
124 Si 2.806 1.318 -4.532  1.58
125 C 4.346 0.221 -4.762  -1.09
126 C 3.306 3.124 -4.188  -1.09
127 C 1.876 0.674 -3.053  -0.56
128 C 1.309 0.230 -2.074  -0.54
129 H 2.347 1.295 -7.001  0.24
130 H 0.991 2.004 -6.147  0.23
131 H 1.200 0.266 -6.164  0.23
132 H 4.776 0.361 -5.749  0.24
133 H 4.090 -0.829 -4.653  0.24
134 H 5.114 0.450 -4.029  0.24
135 H 3.743 3.592 -5.064  0.24
136 H 4.036 3.177 -3.387  0.23
137 H 2.451 3.720 -3.883  0.24

***

no.,lowest unoccupied orbital energy (eV),HOMO-LUMO gap (eV)
1,-17.21,5.653
2,-2.69,6.940